(1)
This record from the OMol25 dataset describes a structure of composition C13H26AlBeBr6Cl2FO4S at a distorted geometry. The level of theory is wB97M-V/def2-TZVPD.

Its charge is 0. The total energy comes out at -487934.5913 eV. The molar mass is 883.74 g mol⁻¹. As for the energy relative to the best compared isomer or geometry (same formula, charge and spin): 0.0 kcal per mole. As for the lowest unoccupied orbital energy: -2.71 eV. The value obtained for the frontier orbital gap is 3.223 eV.

Atoms and positions in Å:
C (-1.5483, 3.5827, 0.8891)
C (-2.0949, 2.2572, 0.5728)
O (-2.6565, 2.0689, -0.4168)
O (-1.9544, 1.2918, 1.4929)
C (-1.1158, 0.2566, 1.0633)
C (-1.4394, -1.0045, 1.6325)
C (-0.3912, -1.8361, 0.9849)
C (0.4813, -2.4955, 1.9668)
C (1.8962, -2.7726, 1.4916)
C (2.1901, -2.6956, -0.0152)
Al (2.9177, -0.8152, -0.4286)
S (1.4842, 0.4429, -1.9134)
C (0.4716, -0.7005, -2.8141)
O (0.6200, 1.3164, -1.1066)
O (2.2603, 1.1959, -2.8372)
H (-1.8201, 4.2653, 0.1353)
H (-0.4817, 3.5686, 0.9391)
H (-1.9862, 3.9372, 1.7883)
H (-1.1157, 0.1895, 0.0129)
H (-0.0887, 0.4155, 1.4589)
H (-2.4328, -1.2533, 1.3485)
H (-1.4549, -1.0584, 2.6961)
H (-0.8753, -2.6046, 0.4354)
H (0.1091, -1.1976, 0.3014)
H (0.5952, -1.8822, 2.8364)
H (-0.0073, -3.3844, 2.2788)
H (2.6042, -2.1274, 1.9716)
H (2.1213, -3.7579, 1.8267)
H (1.3928, -3.0356, -0.6386)
H (3.0084, -3.3388, -0.2097)
H (2.9822, 0.1349, 0.9069)
H (4.3083, -0.8879, -1.1892)
H (1.1108, -1.4966, -3.1062)
H (0.1091, -0.2117, -3.6869)
H (-0.2790, -1.0920, -2.1838)
Be (1.6192, 0.5539, 0.6035)
C (-3.3254, 7.3539, 2.4922)
Br (-4.4782, 5.8207, 2.3882)
Br (-3.0792, 7.9506, 4.2998)
Br (-1.6582, 6.9833, 1.6165)
H (-3.7988, 8.1564, 1.9541)
C (-7.4319, 3.0056, 1.0276)
Br (-8.5214, 1.4312, 0.8824)
Br (-7.2950, 3.6050, 2.8508)
Br (-5.6980, 2.7483, 0.2379)
H (-7.9238, 3.7855, 0.4732)
Cl (3.4205, -3.4984, -2.9040)
C (5.1200, -4.0235, -2.9646)
C (5.2575, -5.5048, -2.7590)
Cl (4.8355, -5.9918, -1.0955)
H (5.6691, -3.4624, -2.2144)
H (5.5025, -3.7499, -3.9448)
H (6.2901, -5.8016, -2.9253)
H (4.6246, -6.0616, -3.4419)
F (1.9502, 1.4247, -5.0604)

(2)
This record from the OMol25 dataset describes a structure of composition C13H26BaNO4P2 at a distorted geometry. The level of theory is wB97M-V/def2-TZVPD.

Its charge is +1. The total energy comes out at -42852.1122 eV. The molar mass is 459.63 g mol⁻¹. As for the lowest unoccupied orbital energy: -2.65 eV. The value obtained for the frontier orbital gap is 9.398 eV.

Atoms and positions in Å:
Ba (0.4393, -0.5104, 1.6012)
P (-2.5282, -0.1008, 0.7864)
C (-2.7704, -0.8385, -0.9035)
C (-1.8568, -0.2879, -1.9984)
N (-0.6420, 0.1927, -1.6594)
C (0.1272, 0.7536, -2.6163)
C (-0.2743, 0.8012, -3.9624)
C (-1.4892, 0.2219, -4.3279)
C (-2.2975, -0.3280, -3.3326)
C (1.4786, 1.3746, -2.2427)
P (2.1928, 0.7823, -0.6400)
H (-3.2739, -0.7637, -3.5291)
H (0.4161, 1.2520, -4.6716)
H (-1.7909, 0.1920, -5.3691)
H (2.2006, 1.1699, -3.0623)
H (1.3870, 2.4854, -2.2500)
H (-2.6386, -1.9482, -0.8482)
H (-3.8296, -0.6852, -1.1934)
H (1.5017, -4.3011, 0.4893)
O (0.7192, -4.1615, -0.0954)
H (0.5376, -5.0490, -0.4678)
H (3.8309, -1.9716, 2.0041)
O (3.9261, -2.7633, 1.4347)
H (4.7773, -3.1577, 1.7214)
C (3.3054, -0.4685, -1.4243)
H (3.9757, 0.0648, -2.1125)
H (3.8904, -0.9836, -0.6572)
H (2.7261, -1.2094, -1.9886)
C (3.4419, 2.1178, -0.4118)
H (4.0224, 1.8759, 0.4914)
H (4.1253, 2.1668, -1.2768)
H (2.9606, 3.0977, -0.2695)
C (-3.8308, 1.2048, 0.6523)
H (-4.8128, 0.7284, 0.5300)
H (-3.8218, 1.7773, 1.5856)
H (-3.6417, 1.8869, -0.1856)
C (-3.5418, -1.3309, 1.7177)
H (-3.5391, -1.0295, 2.7772)
H (-4.5792, -1.3105, 1.3341)
H (-3.1315, -2.3512, 1.6389)
C (0.2785, 1.9725, 5.2491)
C (0.4203, 1.2070, 3.9671)
O (-0.3586, 1.5033, 2.9786)
O (1.2732, 0.2450, 3.8466)
H (-0.4738, 2.7424, 5.0461)
H (1.2230, 2.4287, 5.5845)
H (-0.0548, 1.3055, 6.0602)

(3)
This record from the OMol25 dataset describes a structure of composition C13H26BeNO4P2 at a distorted geometry. The level of theory is wB97M-V/def2-TZVPD.

Its charge is +1. The total energy comes out at -42559.4452 eV. The molar mass is 331.31 g mol⁻¹. As for the lowest unoccupied orbital energy (alpha / beta): -2.69 / -2.69 eV. The value obtained for the frontier orbital gap (alpha / beta) is 7.358 / 7.359 eV.

Atoms and positions in Å:
Be (0.7212, 0.6527, 0.1687)
P (0.6265, 1.1274, -1.9529)
C (1.0146, -0.5542, -2.3078)
C (1.3460, -1.4146, -1.2248)
N (1.0247, -0.9730, 0.0571)
C (1.0721, -1.8150, 1.1139)
C (1.7122, -3.0416, 0.9988)
C (2.1685, -3.4707, -0.2566)
C (1.9387, -2.6878, -1.3732)
C (0.4576, -1.3346, 2.4231)
P (-1.0618, -0.3896, 2.2011)
H (2.2247, -3.0072, -2.3800)
H (1.8500, -3.6502, 1.8926)
H (2.6924, -4.4260, -0.3526)
H (0.2340, -2.2027, 3.0638)
H (1.1870, -0.6853, 2.9367)
H (-0.7244, -1.7224, -2.9639)
H (1.2712, -0.8812, -3.3197)
H (-2.3398, -0.9915, -1.7399)
O (-1.6625, -2.0144, -2.8627)
H (-1.8845, -2.4643, -3.6961)
H (-1.1572, 0.2777, 0.9308)
O (-2.4840, -0.3522, -0.9781)
H (-3.4011, -0.5194, -0.7081)
C (-2.4753, -1.4950, 2.0697)
H (-2.5224, -2.1699, 2.9410)
H (-3.3967, -0.8841, 2.0197)
H (-2.3692, -2.0763, 1.1349)
C (-1.2227, 0.7201, 3.5946)
H (-2.1240, 1.3389, 3.4934)
H (-1.3087, 0.1516, 4.5321)
H (-0.3430, 1.3726, 3.6737)
C (2.0787, 2.1855, -2.2098)
H (2.4630, 2.0566, -3.2238)
H (1.8172, 3.2360, -2.0433)
H (2.8587, 1.9163, -1.4900)
C (-0.6761, 1.6842, -3.1167)
H (-0.8231, 2.7743, -2.9893)
H (-0.3472, 1.4708, -4.1533)
H (-1.6155, 1.1455, -2.8872)
C (-0.1141, 3.6203, 1.3717)
C (1.2109, 2.9506, 1.1867)
O (2.2588, 3.5313, 0.9903)
O (1.1518, 1.5930, 1.2244)
H (0.0664, 4.6443, 1.6887)
H (-0.7392, 3.1097, 2.1062)
H (-0.6545, 3.6640, 0.4163)

(4)
This record from the OMol25 dataset describes a cluster of 7 separate species, C13H26Cl2F9N2O9S in total at a distorted geometry. The level of theory is wB97M-V/def2-TZVPD.

Its charge is -1. The total energy comes out at -95638.6857 eV. The molar mass is 628.31 g mol⁻¹. As for the energy relative to the best compared isomer or geometry (same formula, charge and spin): 197.8 kcal per mole. As for the lowest unoccupied orbital energy: 0.40 eV. The value obtained for the frontier orbital gap is 2.103 eV.

Atoms and positions in Å:
N (-3.3905, 7.1590, -17.6449)
H (-3.4003, 7.8746, -18.3576)
H (-4.3033, 7.2693, -17.2269)
H (-2.7157, 7.5820, -17.0238)
H (-3.1292, 6.2424, -17.9791)
N (-8.3869, 12.6143, -18.0598)
H (-8.9333, 12.4734, -18.8974)
H (-8.7738, 11.8806, -17.4834)
H (-8.5822, 13.4925, -17.6008)
H (-7.4101, 12.5020, -18.2909)
C (-8.5653, 6.5035, -11.8846)
F (-7.3334, 5.9176, -12.0298)
F (-9.4886, 5.6858, -12.4599)
F (-8.7728, 6.6378, -10.5730)
S (-8.6758, 8.2147, -12.8362)
O (-7.8447, 9.1596, -12.1094)
O (-8.2350, 7.8815, -14.1646)
O (-10.0832, 8.5747, -12.7813)
O (-2.3604, 12.1033, -18.6322)
C (-1.4391, 12.9252, -17.9362)
C (-0.4385, 12.2887, -16.9108)
O (-0.8090, 11.3288, -15.9079)
H (-2.0045, 13.6556, -17.3575)
H (-0.8887, 13.5440, -18.6449)
H (0.1745, 13.0852, -16.4891)
H (0.3426, 11.8596, -17.5383)
C (-0.9368, 4.9248, -25.3738)
C (-1.3420, 6.3554, -25.0636)
O (-2.6962, 6.5731, -25.2595)
C (-3.6692, 6.0878, -24.3266)
O (-3.4213, 5.3864, -23.3480)
C (-5.1593, 6.5710, -24.6636)
F (-6.0491, 5.5056, -24.8176)
F (-5.5224, 7.3248, -23.6655)
F (-5.1721, 7.2848, -25.7667)
H (0.0192, 4.6794, -24.9111)
H (-0.9522, 4.7795, -26.4539)
H (-1.5915, 4.1458, -24.9830)
H (-0.8352, 7.0385, -25.7452)
H (-1.1094, 6.5916, -24.0253)
C (-7.2107, -2.2524, -17.5058)
C (-7.1042, -1.1882, -16.3617)
O (-5.8445, -1.1830, -15.7776)
C (-4.8961, -0.3123, -16.1324)
O (-5.0167, 0.5442, -17.0116)
C (-3.6358, -0.4127, -15.2422)
F (-3.7812, -1.3676, -14.2641)
F (-2.5862, -0.6665, -16.0007)
F (-3.4542, 0.7454, -14.6281)
H (-6.3885, -2.1363, -18.2119)
H (-8.0614, -1.9745, -18.1280)
H (-7.4327, -3.2515, -17.1308)
H (-7.8339, -1.3286, -15.5643)
H (-7.3377, -0.2334, -16.8329)
Cl (2.6577, 4.5010, -18.3618)
C (3.7768, 5.7248, -17.7542)
C (3.9043, 5.7720, -16.2634)
Cl (4.4753, 4.2110, -15.6219)
H (3.2995, 6.6625, -18.0388)
H (4.7629, 5.5584, -18.1878)
H (2.9053, 5.8953, -15.8452)
H (4.4477, 6.6082, -15.8234)

(5)
This record from the OMol25 dataset describes a cluster of 3 separate species, C13H26Cl4O4S in total at a distorted geometry. The level of theory is wB97M-V/def2-TZVPD.

As for the SMILES: COCCCC[C@H]1CCCS(=O)(=O)O1.ClCCCl.ClCCCl. Its charge is 0. The total energy comes out at -83017.1699 eV. The molar mass is 420.23 g mol⁻¹. As for the lowest unoccupied orbital energy: 0.44 eV. The value obtained for the frontier orbital gap is 10.333 eV.

Atoms and positions in Å:
C (0.7692, -3.6175, 0.0813)
O (1.1775, -2.6212, 1.0064)
C (1.2075, -3.0765, 2.3398)
C (2.1678, -2.2139, 3.1331)
C (1.9252, -0.7182, 2.8763)
C (3.0612, -0.0100, 2.1334)
C (2.8938, -0.0613, 0.6349)
C (1.5941, 0.5964, 0.1486)
C (1.7827, 1.8111, -0.7485)
C (2.7738, 1.6534, -1.9183)
S (4.0078, 0.4394, -1.5337)
O (5.2627, 0.7760, -2.0854)
O (3.5075, -0.8292, -1.9586)
O (4.0864, 0.5380, 0.0505)
H (0.9551, -3.2385, -0.9127)
H (1.3422, -4.5290, 0.2281)
H (-0.2947, -3.8089, 0.2046)
H (1.5408, -4.1136, 2.3845)
H (0.2228, -3.0152, 2.8079)
H (1.9468, -2.4105, 4.1791)
H (3.1963, -2.5097, 2.9603)
H (0.9757, -0.6182, 2.3713)
H (1.7945, -0.2092, 3.8246)
H (3.9909, -0.5064, 2.3938)
H (3.1266, 1.0158, 2.4844)
H (2.8487, -1.1103, 0.3874)
H (1.0722, 0.9554, 1.0262)
H (0.9562, -0.1643, -0.2801)
H (2.0283, 2.6978, -0.1827)
H (0.8132, 2.0150, -1.1992)
H (3.3169, 2.5849, -2.0086)
H (2.3035, 1.4400, -2.8640)
Cl (-1.9792, 0.0062, 1.5227)
C (-1.9083, 1.6517, 0.8405)
C (-2.5293, 1.7254, -0.5293)
Cl (-1.5750, 0.8471, -1.7554)
H (-0.8670, 1.9616, 0.8217)
H (-2.4518, 2.3037, 1.5220)
H (-2.5821, 2.7614, -0.8530)
H (-3.5330, 1.3148, -0.5323)
Cl (-4.7259, 2.5943, -2.7206)
C (-5.6357, 1.0668, -2.8556)
C (-7.1116, 1.3004, -3.0437)
Cl (-7.8733, 1.9790, -1.5829)
H (-5.4376, 0.4777, -1.9629)
H (-5.2331, 0.5346, -3.7155)
H (-7.6068, 0.3535, -3.2512)
H (-7.3031, 1.9805, -3.8693)

(6)
This record from the OMol25 dataset describes a structure of composition C13H26ClGaN3O4. The level of theory is wB97M-V/def2-TZVPD.

Its charge is -1. The total energy comes out at -91464.1346 eV. The molar mass is 393.54 g mol⁻¹. As for the lowest unoccupied orbital energy: 1.82 eV. The value obtained for the frontier orbital gap is 6.632 eV.

Atoms and positions in Å:
N (1.8170, -4.5869, 1.7864)
C (0.9249, -3.7686, 2.1740)
N (0.5027, -3.7899, 3.5401)
N (0.2108, -2.8930, 1.3403)
C (0.2146, -1.4596, 1.6543)
C (-1.1387, -0.7599, 1.5804)
C (-2.1377, -1.0808, 2.7061)
C (-3.3678, -1.9032, 2.3110)
Ga (-3.3080, -3.4796, 1.0530)
Cl (-2.4270, -5.2506, 2.2481)
H (1.9646, -4.4729, 0.7838)
H (0.1547, -2.8750, 3.8068)
H (-0.3325, -4.3811, 3.5509)
H (0.5139, -3.0195, 0.3808)
H (0.9100, -0.9642, 0.9608)
H (0.6456, -1.3090, 2.6507)
H (-0.9157, 0.3151, 1.5736)
H (-1.6050, -1.0029, 0.6183)
H (-1.5965, -1.5894, 3.5156)
H (-2.4698, -0.1287, 3.1439)
H (-4.1124, -1.2361, 1.8498)
H (-3.8495, -2.2705, 3.2251)
H (-2.4470, -3.2634, -0.2755)
H (-4.8165, -3.9401, 0.7431)
O (0.5082, -2.6234, -1.7561)
C (0.4287, -1.4821, -2.1000)
O (1.5264, -0.7161, -2.3342)
C (1.1335, 0.6418, -2.6035)
C (-0.3110, 0.5617, -3.0872)
C (-0.8192, -0.6487, -2.3110)
H (1.2078, 1.2137, -1.6774)
H (1.8344, 1.0499, -3.3274)
H (-0.8517, 1.4833, -2.8869)
H (-0.3360, 0.3606, -4.1599)
H (-1.1947, -0.3806, -1.3202)
H (-1.5833, -1.2476, -2.7989)
O (-0.1244, 3.6763, -1.3488)
C (0.9273, 4.2400, -1.3954)
O (1.9335, 3.8114, -2.1990)
C (3.1119, 4.6110, -2.0120)
C (2.6120, 5.9293, -1.4235)
C (1.3890, 5.4697, -0.6360)
H (3.7762, 4.0826, -1.3247)
H (3.6003, 4.7044, -2.9785)
H (3.3689, 6.4279, -0.8225)
H (2.3095, 6.6033, -2.2259)
H (1.6414, 5.1528, 0.3785)
H (0.5766, 6.1882, -0.5708)